No. 1
{
  "formula": "C25H40AlFIN12O3",
  "method": "ωB97M-V/def2-TZVPD",
  "elements": ["N", "C", "C", "O", "C", "Al", "I", "C", "O", "N", "C", "O", "F", "H", "H", "H", "H", "H", "H", "H", "H", "H", "H", "C", "C", "N", "H", "H", "H", "C", "C", "N", "H", "H", "H", "C", "C", "N", "H", "H", "H", "C", "C", "N", "H", "H", "H", "C", "C", "N", "H", "H", "H", "C", "C", "N", "H", "H", "H", "C", "C", "N", "H", "H", "H", "C", "C", "N", "H", "H", "H", "C", "C", "N", "H", "H", "H", "C", "C", "N", "H", "H", "H"],
  "xyz": [[1.578, -1.967, 1.933], [1.950, -3.268, 1.405], [1.219, -4.456, 2.042], [1.553, -5.648, 1.328], [-0.285, -4.258, 2.230], [-1.456, -4.901, 0.718], [-0.584, -3.842, -1.511], [-3.344, -4.153, 1.113], [-4.248, -4.838, 1.557], [-3.693, -2.737, 0.837], [-2.887, -1.854, 1.583], [-2.338, -0.849, 1.260], [-2.864, -2.278, 2.885], [1.640, -1.248, 1.231], [2.118, -1.717, 2.746], [3.024, -3.449, 1.526], [1.765, -3.292, 0.331], [1.659, -4.615, 3.034], [1.283, -5.544, 0.406], [-0.614, -4.723, 3.164], [-0.486, -3.190, 2.335], [-1.518, -6.485, 0.553], [-4.644, -2.620, 1.196], [-3.431, 0.119, 4.898], [-3.237, 1.369, 5.623], [-3.106, 2.302, 6.282], [-4.490, -0.136, 4.886], [-3.084, 0.185, 3.867], [-2.889, -0.692, 5.378], [1.342, -0.556, -3.958], [2.008, -1.847, -3.915], [2.488, -2.883, -3.819], [2.068, 0.255, -3.984], [0.711, -0.479, -4.840], [0.718, -0.428, -3.074], [-1.659, 4.952, 4.893], [-0.287, 5.372, 4.649], [0.816, 5.676, 4.556], [-1.963, 5.251, 5.894], [-2.344, 5.402, 4.176], [-1.758, 3.872, 4.829], [4.762, 1.029, 2.818], [4.728, -0.241, 2.110], [4.697, -1.200, 1.481], [4.568, 1.834, 2.107], [4.015, 1.064, 3.609], [5.741, 1.190, 3.267], [4.449, -6.587, 3.308], [4.559, -5.274, 3.924], [4.659, -4.238, 4.407], [3.431, -6.965, 3.375], [4.709, -6.533, 2.252], [5.120, -7.295, 3.792], [-0.856, 2.724, -4.664], [-0.548, 1.826, -5.760], [-0.323, 1.119, -6.636], [-1.933, 2.798, -4.537], [-0.416, 2.373, -3.733], [-0.472, 3.720, -4.863], [-4.374, 1.709, -7.218], [-3.939, 2.957, -6.614], [-3.548, 3.926, -6.140], [-5.272, 1.340, -6.730], [-4.601, 1.849, -8.272], [-3.593, 0.954, -7.126], [3.848, 6.432, 2.977], [4.196, 5.611, 1.834], [4.477, 4.975, 0.924], [4.038, 7.483, 2.762], [2.799, 6.328, 3.250], [4.443, 6.150, 3.843], [-9.184, 0.808, -6.803], [-8.205, 1.475, -7.648], [-7.430, 2.002, -8.308], [-9.242, 1.294, -5.831], [-10.170, 0.839, -7.264], [-8.908, -0.234, -6.651], [5.646, 2.672, -1.687], [5.243, 3.136, -0.369], [4.904, 3.500, 0.665], [6.709, 2.438, -1.698], [5.093, 1.773, -1.954], [5.450, 3.435, -2.437]],
  "lowdin_charge": [0.01, -0.27, -0.47, -0.10, -0.23, -0.01, 0.26, -0.46, -0.02, 0.08, -0.54, 0.15, 0.07, 0.06, 0.05, 0.09, 0.05, 0.12, 0.03, 0.06, 0.02, -0.08, 0.12, -0.06, -0.26, 0.13, 0.09, 0.07, 0.09, -0.09, -0.31, 0.13, 0.08, 0.05, 0.08, -0.08, -0.26, 0.13, 0.08, 0.08, 0.05, -0.07, -0.28, 0.15, 0.04, 0.08, 0.08, -0.07, -0.29, 0.12, 0.08, 0.09, 0.07, -0.07, -0.29, 0.14, 0.05, 0.08, 0.09, -0.08, -0.27, 0.13, 0.06, 0.07, 0.08, -0.07, -0.15, 0.04, 0.07, 0.03, 0.08, -0.07, -0.27, 0.14, 0.08, 0.08, 0.08, -0.07, -0.19, 0.01, 0.08, 0.08, 0.07],
  "total_energy_ha": -2499.29955,
  "charge": -1,
  "homo_ev": -5.1,
  "homo_lumo_gap_ev": 6.73,
  "e_lumo_ev": 1.59
}


No. 2
{
  "formula": "C25H40BrIrNOP2",
  "method": "ωB97M-V/def2-TZVPD",
  "elements": ["C", "C", "C", "C", "N", "C", "C", "C", "C", "C", "C", "C", "C", "C", "Ir", "P", "H", "H", "H", "H", "H", "H", "H", "H", "C", "C", "H", "H", "H", "H", "H", "C", "C", "H", "H", "H", "H", "H", "C", "C", "H", "H", "H", "H", "H", "Br", "P", "C", "C", "H", "H", "H", "H", "H", "C", "C", "H", "H", "H", "H", "H", "C", "C", "H", "H", "H", "H", "H", "O", "H", "H"],
  "xyz": [[-0.669, 7.361, -6.262], [-0.889, 5.997, -6.545], [-1.159, 5.620, -7.874], [-1.241, 6.623, -8.856], [-1.051, 7.921, -8.576], [-0.771, 8.288, -7.316], [-0.826, 4.986, -5.516], [-0.797, 4.126, -4.639], [-0.506, 3.180, -3.580], [0.656, 3.363, -2.816], [1.035, 2.472, -1.822], [0.204, 1.366, -1.579], [-0.953, 1.127, -2.327], [-1.299, 2.042, -3.325], [0.590, 0.278, 0.076], [1.990, -0.900, -1.020], [-1.294, 4.580, -8.164], [-0.411, 7.722, -5.267], [-1.461, 6.366, -9.895], [-0.618, 9.357, -7.139], [-2.192, 1.874, -3.931], [1.273, 4.233, -3.046], [-1.556, 0.258, -2.064], [1.906, 2.612, -1.204], [2.310, -2.561, -0.298], [3.216, -3.499, -1.087], [1.308, -2.974, -0.128], [2.731, -2.361, 0.695], [3.387, -4.395, -0.487], [2.774, -3.839, -2.027], [4.204, -3.081, -1.296], [1.747, -1.175, -2.800], [2.752, -0.511, -3.752], [0.719, -0.822, -2.986], [1.737, -2.252, -3.001], [2.462, -0.731, -4.791], [2.779, 0.585, -3.646], [3.770, -0.914, -3.630], [3.516, 0.068, -0.777], [4.838, -0.690, -0.794], [3.354, 0.584, 0.181], [3.523, 0.840, -1.551], [5.653, 0.025, -0.641], [4.925, -1.427, 0.011], [5.044, -1.158, -1.766], [-1.173, -1.470, 0.291], [-2.613, -3.404, -4.223], [-0.767, -3.511, -4.132], [-0.345, -4.972, -4.326], [-0.453, -3.128, -3.143], [-0.362, -2.867, -4.934], [0.721, -5.015, -4.570], [-0.505, -5.556, -3.410], [-0.902, -5.459, -5.139], [-3.042, -3.201, -2.441], [-4.463, -3.719, -2.196], [-2.942, -2.145, -2.136], [-2.302, -3.804, -1.888], [-4.604, -3.859, -1.121], [-5.219, -3.004, -2.544], [-4.643, -4.679, -2.698], [-2.866, -1.706, -4.916], [-3.099, -1.792, -6.428], [-1.983, -1.091, -4.672], [-3.759, -1.311, -4.402], [-3.527, -0.846, -6.763], [-2.163, -1.951, -6.975], [-3.795, -2.598, -6.694], [0.641, 1.395, 1.816], [0.238, 2.281, 1.773], [0.477, 0.993, 2.690]],
  "lowdin_charge": [0.14, -0.15, 0.12, 0.04, 0.16, 0.04, 0.13, 0.14, -0.15, 0.03, -0.05, -0.32, -0.08, 0.04, 0.93, 0.74, 0.16, 0.16, 0.16, 0.16, 0.14, 0.15, 0.07, 0.11, -0.35, -0.10, 0.04, 0.10, 0.11, 0.07, 0.07, -0.35, -0.10, 0.05, 0.07, 0.09, 0.07, 0.09, -0.37, -0.10, 0.08, 0.07, 0.10, 0.09, 0.08, 0.22, 1.25, -0.38, -0.13, 0.07, 0.09, 0.09, 0.09, 0.08, -0.40, -0.13, 0.06, 0.08, 0.09, 0.09, 0.09, -0.37, -0.14, 0.08, 0.10, 0.08, 0.08, 0.09, -0.13, 0.12, 0.13],
  "total_energy_ha": -4465.92449,
  "s_squared": 8.829,
  "charge": 4,
  "homo_ev": [-19.1, -19.9],
  "homo_lumo_gap_ev": [7.65, 5.11],
  "e_lumo_ev": [-11.46, -14.78],
  "multiplicity": 6,
  "relative_energy_kcal_mol": 0.0
}


No. 3
{
  "formula": "C25H40Cl4F9NO5PS",
  "method": "ωB97M-V/def2-TZVPD",
  "elements": ["C", "C", "C", "O", "N", "C", "C", "C", "C", "C", "C", "C", "C", "C", "C", "C", "C", "C", "C", "C", "F", "F", "C", "F", "F", "S", "F", "F", "F", "F", "F", "O", "C", "C", "P", "O", "O", "O", "H", "H", "H", "H", "H", "H", "H", "H", "H", "H", "H", "H", "H", "H", "H", "H", "H", "H", "H", "H", "H", "H", "H", "H", "H", "H", "H", "H", "H", "H", "H", "H", "Cl", "C", "C", "Cl", "H", "H", "H", "H", "Cl", "C", "C", "Cl", "H", "H", "H", "H"],
  "xyz": [[-0.155, -3.111, 3.138], [-0.353, -2.183, 1.930], [-1.804, -1.727, 1.899], [-2.000, -0.452, 1.237], [-2.342, -0.557, -0.114], [-1.230, 0.091, -0.940], [-1.258, -0.402, -2.388], [-0.012, -1.159, -2.782], [0.594, -0.871, -3.994], [1.719, -1.571, -4.380], [2.259, -2.550, -3.566], [1.668, -2.855, -2.347], [2.209, -3.930, -1.449], [0.536, -2.148, -1.979], [-1.241, 1.600, -0.720], [-0.205, 2.281, -1.582], [0.177, 3.698, -1.112], [1.584, 3.710, -0.499], [1.539, 3.187, 0.942], [2.835, 2.578, 1.467], [2.869, 2.689, 2.818], [3.896, 3.225, 0.935], [2.872, 1.052, 1.118], [2.403, 0.839, -0.125], [2.004, 0.455, 1.970], [4.553, 0.163, 1.261], [4.063, -0.954, 0.238], [5.071, 1.039, 0.049], [5.048, 1.241, 2.303], [4.048, -0.753, 2.453], [5.953, -0.537, 1.336], [-2.523, 2.172, -0.971], [-3.457, 1.629, -0.058], [-3.633, 0.149, -0.416], [-5.158, -0.657, 0.251], [-5.709, -1.541, -0.779], [-6.103, 0.524, 0.714], [-4.846, -1.360, 1.633], [-1.002, -3.800, 3.194], [0.715, -3.742, 2.974], [-0.064, -2.559, 4.068], [-0.170, -2.801, 1.048], [0.335, -1.341, 1.947], [-2.445, -2.501, 1.471], [-2.170, -1.567, 2.912], [-2.392, -1.530, -0.438], [-0.305, -0.241, -0.465], [-2.136, -1.044, -2.545], [-1.400, 0.432, -3.072], [0.187, -0.117, -4.656], [2.192, -1.365, -5.330], [3.133, -3.102, -3.884], [1.948, -3.755, -0.407], [3.284, -4.047, -1.560], [1.762, -4.887, -1.729], [0.065, -2.403, -1.034], [-1.031, 1.772, 0.343], [-0.614, 2.363, -2.593], [0.688, 1.661, -1.675], [-0.541, 4.053, -0.369], [0.139, 4.385, -1.956], [2.003, 4.714, -0.523], [2.238, 3.085, -1.106], [1.345, 4.031, 1.607], [0.737, 2.472, 1.105], [-3.120, 1.758, 0.972], [-4.397, 2.142, -0.236], [-3.756, 0.127, -1.500], [-6.534, 0.922, -0.056], [-4.668, -2.299, 1.491], [-0.496, 5.433, -5.632], [-2.255, 5.215, -5.464], [-2.594, 4.366, -4.268], [-2.068, 2.670, -4.488], [-2.631, 4.776, -6.385], [-2.695, 6.203, -5.341], [-3.671, 4.344, -4.113], [-2.119, 4.744, -3.366], [2.911, -4.755, 4.840], [2.916, -3.695, 6.276], [1.900, -4.121, 7.303], [0.225, -3.877, 6.734], [2.735, -2.678, 5.938], [3.914, -3.749, 6.708], [2.020, -3.524, 8.205], [2.009, -5.171, 7.561]],
  "lowdin_charge": [-0.10, -0.21, -0.16, -0.05, -0.02, -0.15, -0.07, -0.21, -0.03, -0.06, -0.03, -0.26, -0.03, -0.01, -0.29, -0.13, -0.15, -0.16, -0.07, -0.47, 0.12, 0.12, -0.40, 0.11, 0.10, 0.77, -0.14, -0.12, -0.11, -0.13, -0.10, -0.07, -0.14, -0.18, 0.44, -0.24, -0.08, -0.08, 0.09, 0.05, 0.06, 0.09, 0.10, 0.12, 0.14, 0.19, 0.15, 0.14, 0.07, 0.12, 0.11, 0.12, 0.07, 0.08, 0.09, 0.09, 0.14, 0.04, 0.12, 0.12, 0.11, 0.12, 0.11, 0.14, 0.11, 0.15, 0.13, 0.15, 0.11, 0.10, 0.55, -0.66, -0.62, 0.61, 0.07, 0.08, 0.08, 0.06, 0.54, -0.65, -0.65, 0.55, 0.07, 0.08, 0.08, 0.07],
  "total_energy_ha": -4886.43305,
  "charge": 1,
  "homo_ev": -11.6,
  "homo_lumo_gap_ev": 9.05,
  "e_lumo_ev": -2.57
}